19
Properties=species:S:1:pos:R:3:nbo_charge:R:1 method="wB97M-V/def2-TZVPD" multiplicity=3 e_lumo_ha="0.0290 / -0.0450" relative_energy_kcal_mol=0.0 homo_ev="-5.92 / -9.70"
H 3.29 -0.84 2.08 0.1860
N 2.22 0.63 1.22 -0.4710
C 2.29 -0.69 -1.15 0.1415
O -0.79 -0.92 0.90 -0.5616
H -3.30 1.61 1.11 0.1998
Cl 1.17 2.73 0.06 0.0104
C -2.85 1.36 0.15 -0.4314
C 2.70 -0.55 1.22 0.1573
H -3.10 2.14 -0.58 0.2068
H 2.56 -1.08 -2.12 0.1856
H -0.85 2.13 0.09 0.4216
N 1.80 0.49 -1.13 -0.4789
C -0.74 0.22 0.57 0.6122
C 1.56 1.03 0.10 0.3383
H -3.26 0.41 -0.19 0.2129
H 3.41 -2.16 -0.03 0.2348
C 2.53 -1.52 0.08 -0.5755
H 1.67 -2.17 0.27 0.2627
N -1.40 1.27 0.25 -0.6515